a) Computed, not measured: C4H5FN2O as an isolated structure, with ωB97M-V with the def2-TZVPD basis set.

E_HOMO in eV: -8.6885
Net charge: 0

Geometry as XYZ:
```
13
C4H5FN2O | OMol25 | ωB97M-V with the def2-TZVPD basis set
C -0.50 2.08 -1.93
C -0.14 0.06 -0.65
C -0.37 -1.22 -0.10
C 0.15 -1.02 1.17
H -0.08 2.42 -3.13
H 0.20 2.65 -0.86
H -1.74 2.39 -1.71
H -0.83 0.12 -2.68
H -1.06 -2.10 -0.41
N -0.29 0.66 -1.91
N 0.66 0.21 1.42
O 0.53 0.86 0.25
F 0.20 -1.99 2.14
```

=====

b) Computed, not measured: one molecule with the formula C4H5FN2O, with ωB97M-V with the def2-TZVPD basis set.

SMILES: C[C@@H](F)c1cnno1
E_HOMO in eV: -10.0985
Net charge: 0

Geometry as XYZ:
```
13
C4H5FN2O | OMol25 | ωB97M-V with the def2-TZVPD basis set
C 1.48 0.20 0.90
C 1.07 0.00 -0.46
F 1.70 -1.19 -0.92
C -0.49 -0.24 -0.33
C -1.56 0.67 -0.65
N -2.74 0.00 -0.32
N -2.53 -1.12 0.19
O -1.11 -1.28 0.20
H 0.70 0.79 1.54
H 1.29 -0.90 1.02
H 2.47 0.52 0.92
H 1.09 0.87 -1.13
H -1.36 1.68 -0.96
```

=====

Best to worst by energy: b), a).

=====

a) Computed, not measured: a 2-piece molecular cluster, H3NO3 overall, with ωB97M-V with the def2-TZVPD basis set.

SMILES: N=O.OO
E_HOMO in eV: -9.9245
Net charge: 0

Geometry as XYZ:
```
7
H3NO3 | OMol25 | ωB97M-V with the def2-TZVPD basis set
N -1.51 0.02 -0.53
O -1.55 0.83 -1.39
H -2.48 -0.23 -0.14
O 2.00 -0.55 0.44
O 1.19 0.51 0.22
H 2.11 -0.73 1.37
H 0.24 0.13 0.03
```

=====

b) Computed, not measured: a 2-piece molecular cluster, H3NO3 overall, with ωB97M-V with the def2-TZVPD basis set.

SMILES: N=O.OO
E_HOMO in eV: -9.2198
Net charge: 0

Geometry as XYZ:
```
7
H3NO3 | OMol25 | ωB97M-V with the def2-TZVPD basis set
N -2.51 -0.04 0.28
O -3.49 -0.36 -0.30
H -1.97 0.94 0.23
O 2.50 -0.67 -0.11
O 1.72 0.52 -0.13
H 2.78 -0.71 0.81
H 0.98 0.32 -0.76
```

=====

Best to worst by energy: a), b).

=====

a) Computed, not measured: a 3-piece molecular cluster, C2H2N2O3S overall, with ωB97M-V with the def2-TZVPD basis set.

SMILES: N#[N+][S-].O=C=O.C=O
E_HOMO in eV: -9.8638
Net charge: 0

Geometry as XYZ:
```
10
C2H2N2O3S | OMol25 | ωB97M-V with the def2-TZVPD basis set
N -4.51 0.55 1.62
N -4.36 1.22 0.70
S -4.20 2.06 -0.51
O -3.64 -3.10 0.21
C -3.93 -2.14 -0.35
O -4.18 -1.22 -0.94
C 0.28 -0.82 0.04
O -0.76 -0.85 -0.56
H 0.64 0.01 0.65
H 1.07 -1.49 -0.20
```

=====

b) Computed, not measured: a 2-piece molecular cluster, C2H2N2O3S overall, with ωB97M-V with the def2-TZVPD basis set.

SMILES: O=[N+]([O-])O.N=C=C=S
E_HOMO (alpha / beta) in eV: -8.0079 / -8.0114
Net charge: 0

Geometry as XYZ:
```
10
C2H2N2O3S | OMol25 | ωB97M-V with the def2-TZVPD basis set
O -1.14 -0.42 -0.73
N -1.47 -0.11 -1.82
O -1.98 0.91 -2.15
O -1.08 -1.02 -2.83
H -0.42 -1.80 -2.53
N 0.04 1.45 2.47
C -0.48 2.34 1.81
C -1.19 2.92 0.96
S -2.21 3.87 0.17
H 0.57 1.60 3.37
```

=====

Best to worst by energy: a), b).

=====

a) Computed, not measured: a 2-piece molecular cluster, C3N3O2 overall, with ωB97M-V with the def2-TZVPD basis set.

E_HOMO (alpha / beta) in eV: -5.5188 / -5.2885
Net charge: -1

Geometry as XYZ:
```
8
C3N3O2 | OMol25 | ωB97M-V with the def2-TZVPD basis set
C -2.46 -0.31 0.01
C 0.11 1.28 0.09
C 1.26 0.77 -0.26
N -3.05 -1.18 -0.50
N -1.10 1.45 0.37
N 1.98 -0.30 0.04
O 1.51 -1.32 -0.48
O 2.99 -0.26 0.79
```

=====

b) Computed, not measured: an isolated ion of composition C3N3O2 and charge -1, with ωB97M-V with the def2-TZVPD basis set.

SMILES: N#C/N=C(\[O-])OC#N
E_HOMO in eV: -5.5095
Net charge: -1

Geometry as XYZ:
```
8
C3N3O2 | OMol25 | ωB97M-V with the def2-TZVPD basis set
N -2.83 -0.82 0.05
C -1.73 -0.47 0.01
N -0.47 -0.23 -0.11
C 0.00 0.94 0.00
O -0.43 2.07 0.01
O 1.50 0.83 0.05
C 1.88 -0.42 -0.02
N 2.25 -1.52 0.03
```

=====

Best to worst by energy: b), a).

=====

a) Computed, not measured: an isolated ion of composition C5H13N2S and charge +1, with ωB97M-V with the def2-TZVPD basis set.

SMILES: CSN1CC[N@H+](C)C1
E_HOMO in eV: -12.6774
Net charge: +1

Geometry as XYZ:
```
21
C5H13N2S | OMol25 | ωB97M-V with the def2-TZVPD basis set
C -3.57 0.21 0.36
S -2.10 0.46 -0.68
N -0.83 -0.18 0.34
C -0.21 -1.43 -0.14
C 1.19 -1.07 -0.64
N 1.24 0.42 -0.49
C 2.63 0.96 -0.22
C 0.23 0.67 0.65
H -3.28 -0.22 1.35
H -4.29 -0.58 -0.10
H -4.02 1.24 0.64
H -0.72 -1.78 -0.96
H -0.18 -2.05 0.72
H 1.82 -1.53 -0.04
H 1.43 -1.36 -1.63
H 0.87 0.92 -1.20
H 3.10 0.47 0.64
H 3.31 0.59 -1.10
H 2.63 2.05 0.18
H 0.04 1.78 0.59
H 0.71 0.43 1.72
```

=====

b) Computed, not measured: an isolated ion of composition C5H13N2S and charge +1, with ωB97M-V with the def2-TZVPD basis set.

SMILES: C[C@]1([NH3+])CSC[C@H]1N
E_HOMO in eV: -13.1340
Net charge: +1

Geometry as XYZ:
```
21
C5H13N2S | OMol25 | ωB97M-V with the def2-TZVPD basis set
C 1.53 -0.52 1.22
C 0.26 0.00 0.51
N 0.35 1.50 0.45
C -1.01 -0.24 1.36
S -2.45 0.58 0.28
C -1.73 -0.42 -1.06
C 0.04 -0.56 -0.86
N 0.55 0.27 -1.88
H 1.62 -0.40 2.31
H 2.47 -0.02 0.89
H 1.57 -1.62 1.08
H 1.06 2.12 0.81
H -0.66 1.94 0.47
H 0.31 1.50 -0.70
H -1.11 -1.34 1.38
H -0.88 0.16 2.40
H -1.97 -0.08 -2.04
H -2.01 -1.46 -0.96
H 0.22 -1.68 -1.06
H 0.26 -0.04 -2.81
H 1.59 0.33 -1.77
```

=====

Best to worst by energy: b), a).

=====

a) Computed, not measured: C10H13N as an isolated structure, with ωB97M-V with the def2-TZVPD basis set.

E_HOMO in eV: -8.8835
Net charge: 0

Geometry as XYZ:
```
24
C10H13N | OMol25 | ωB97M-V with the def2-TZVPD basis set
C -1.78 -0.15 0.21
C -0.69 -1.07 -0.16
C 0.84 -0.41 -0.09
C 1.93 -1.24 0.10
C 3.19 -0.75 0.05
C 3.44 0.49 -0.02
C 2.30 1.42 -0.03
C 1.05 0.93 -0.08
C -2.28 0.69 -0.94
C -3.06 -0.29 -0.32
H -2.27 0.99 1.80
H -1.57 -0.07 2.15
H -0.68 -1.69 -1.14
H -0.91 -1.70 0.70
H 2.15 -2.40 0.06
H 4.35 -1.56 0.34
H 4.38 0.98 -0.16
H 2.45 2.72 -0.31
H 0.40 1.68 -0.37
H -1.72 0.60 -2.14
H -2.61 1.92 -0.86
H -3.85 -0.07 0.44
H -3.45 -1.58 -0.68
N -1.61 0.57 1.43
```

=====

b) Computed, not measured: C10H13N as an isolated structure, with ωB97M-V with the def2-TZVPD basis set.

E_HOMO in eV: -8.0151
Net charge: 0

Geometry as XYZ:
```
24
C10H13N | OMol25 | ωB97M-V with the def2-TZVPD basis set
C 0.60 0.59 -1.80
C -0.83 0.80 -2.01
C -2.23 -0.53 0.75
C 1.02 0.41 -0.53
C -1.47 0.72 -0.84
C -0.79 -0.88 0.90
C -0.08 0.42 0.44
C 2.49 0.29 -0.08
C -0.52 -2.04 -0.11
C -0.02 1.53 1.52
N -2.56 0.23 -0.27
H 1.38 0.60 -2.61
H -1.13 0.83 -3.07
H -3.04 -0.90 1.42
H -0.42 -1.20 1.99
H 3.07 1.25 -0.08
H 2.93 -0.27 -0.91
H 2.60 -0.24 0.90
H -1.10 -2.01 -1.11
H -0.75 -2.97 0.32
H 0.55 -1.96 -0.34
H 0.83 1.29 2.35
H -0.95 1.49 2.07
H 0.40 2.55 1.10
```

=====

Best to worst by energy: b), a).